Record 1
2 unconnected molecules or ions with the total composition C4H8N2O. Source: the Open Molecules 2025 dataset; level of theory: the ωB97M-V functional and the def2-TZVPD basis.

Structure (XYZ):
```
15
Properties=species:S:1:pos:R:3:forces:R:3:lowdin_charge:R:1
C 0.59276 0.42270 1.35278 0.1 0.0 0.1 -0.09
N -0.21078 0.52108 0.14361 0.1 0.1 0.0 -0.23
C -1.60221 0.89769 0.30732 -0.2 0.2 0.1 -0.13
C -1.23479 -0.49533 -0.04523 -0.1 -0.2 -0.1 -0.14
H 1.50208 -0.14470 1.12887 -0.1 0.1 0.1 0.08
H 0.06085 -0.07643 2.17787 0.0 0.1 -0.1 0.09
H 0.88173 1.42728 1.67468 0.0 -0.1 0.0 0.09
H -1.95070 1.08222 1.32300 0.1 0.0 -0.1 0.11
H -2.00066 1.56968 -0.44780 0.0 -0.1 0.1 0.10
H -1.33585 -1.25523 0.72880 0.0 0.1 -0.1 0.11
H -1.35816 -0.85583 -1.06397 0.0 0.1 0.2 0.10
N 1.60984 -0.01472 -1.96059 0.2 -0.6 -0.1 0.17
C 1.88456 -1.19345 -1.96006 0.1 -0.2 -0.1 -0.42
O 2.22129 -2.31757 -2.04358 -0.2 0.8 0.0 0.12
H 0.94004 0.43262 -1.31570 0.0 -0.1 0.1 0.04
```
Positions in Å, forces in eV/Å.

* frontier orbital gap: 0.3983 Ha
* HOMO level: -9.970 eV
* energy relative to the best compared isomer or geometry (same formula, charge and spin): 2.101 eV
* lowest unoccupied orbital energy: 0.87 eV
* structure (SMILES): CN1CC1.N=C=O
* strongest force on any atom: 0.01548 hartree/bohr
* multiplicity: 1

=====

Record 2
3 unconnected molecules or ions with the total composition C25H33BF2N4O3PS in a non-equilibrium geometry. Source: the Open Molecules 2025 dataset; level of theory: the ωB97M-V functional and the def2-TZVPD basis.

Structure (XYZ):
```
70
Properties=species:S:1:pos:R:3:forces:R:3:lowdin_charge:R:1
C 3.97660 -2.94247 1.13170 -0.2 0.2 0.1 0.00
C 4.80149 -3.24692 -0.09697 0.1 -0.5 -0.2 -0.49
O 5.74629 -3.98576 -0.03454 0.1 0.2 0.0 0.11
N 4.48571 -2.59279 -1.33805 -0.3 0.5 1.1 -0.10
C 5.38948 -1.42185 -1.44690 0.3 -0.4 -0.2 -0.04
C 3.07598 -2.19300 -1.41244 0.2 0.2 -0.4 -0.21
C 2.66994 -1.81678 -2.84229 -0.3 0.2 -0.2 -0.15
C 2.67872 -0.30652 -3.15557 0.0 -0.3 0.3 -0.18
C 1.29013 0.32687 -3.02852 0.0 0.3 0.0 -0.12
C 0.68787 0.15050 -1.67492 -0.2 0.0 0.1 -0.17
C 1.06801 0.61177 -0.44239 -0.1 0.5 -0.3 -0.32
P 2.50976 1.65145 -0.02343 0.8 -0.4 0.5 0.95
C 1.88045 2.69871 1.36055 -0.3 -0.3 -0.2 -0.27
C 2.62876 2.88339 -1.36923 -0.4 0.0 -0.1 -0.29
N 0.18491 0.06253 0.46313 -0.1 -0.3 0.2 0.17
C -0.74122 -0.68048 -0.14643 -0.2 -0.1 0.0 -0.04
B -1.98521 -1.51052 0.41721 -0.3 0.1 0.3 -0.56
O -1.80585 -2.50252 1.33351 0.0 -0.1 -0.5 0.20
O -3.20415 -1.11281 -0.04344 0.7 -0.2 -0.8 0.19
N -0.44605 -0.61379 -1.44472 0.2 0.1 -0.3 0.01
N -1.16766 -1.27206 -2.45190 0.0 0.1 0.1 0.10
C -2.06955 -0.60285 -2.97581 -0.1 0.1 0.3 -0.71
S -3.22110 0.19967 -3.59179 0.1 -0.1 -0.2 0.94
H 4.51061 -3.28502 2.01178 0.0 -0.1 0.0 0.09
H 2.99822 -3.42220 1.10377 0.0 -0.1 0.0 0.08
H 3.79836 -1.86823 1.22782 0.0 0.0 -0.1 0.08
H 4.89206 -0.49993 -1.13319 0.0 0.0 -0.1 0.06
H 5.78938 -1.33091 -2.45506 -0.2 0.2 -0.1 0.09
H 6.24485 -1.56339 -0.78849 0.1 -0.1 -0.1 0.09
H 2.46125 -3.02185 -1.06591 0.0 -0.1 0.0 0.12
H 2.88710 -1.33373 -0.75413 -0.1 0.0 0.1 0.08
H 3.30384 -2.35095 -3.54794 0.1 -0.1 0.1 0.12
H 1.65010 -2.17018 -3.02323 0.0 -0.2 0.0 0.10
H 3.04570 -0.12606 -4.16436 0.0 0.1 0.0 0.12
H 3.35552 0.19062 -2.45833 0.1 0.1 -0.1 0.07
H 1.34004 1.39798 -3.23369 0.0 0.0 -0.1 0.11
H 0.61662 -0.09308 -3.77505 0.0 -0.1 0.0 0.11
H 0.88127 2.39439 1.66271 0.0 0.1 0.0 0.02
H 2.54092 2.58731 2.21523 0.0 0.1 0.0 0.04
H 1.84110 3.73444 1.03209 0.0 0.1 0.1 0.04
H 1.66381 3.27806 -1.68962 0.0 0.0 0.0 0.06
H 3.17190 2.50370 -2.23122 0.0 0.0 0.0 0.03
H 3.20706 3.70237 -0.94205 0.1 0.0 0.0 0.05
H 0.19931 0.14923 1.47242 0.2 0.2 0.0 0.14
H -1.59411 -3.38464 1.01278 0.2 -0.1 0.3 0.13
H -3.72561 -1.85404 -0.37784 -0.5 0.1 0.6 0.13
F 0.51292 0.70216 3.30073 -0.1 -0.1 0.0 -0.01
C 0.83648 0.90229 4.62250 0.0 0.0 0.1 -0.27
C 0.58764 2.13852 5.17302 -0.1 0.1 -0.1 -0.02
C 0.91629 2.33451 6.50716 0.0 -0.1 0.0 -0.07
C 1.48394 1.30614 7.24635 0.0 0.0 0.0 -0.08
C 1.72322 0.07302 6.65576 0.0 0.1 0.0 -0.07
C 1.39414 -0.14112 5.32474 0.0 -0.1 -0.1 -0.02
H 0.14811 2.92555 4.57496 0.0 0.0 0.0 0.12
H 0.72627 3.29394 6.96779 0.0 0.0 0.0 0.11
H 1.73956 1.46601 8.28442 0.0 0.0 0.0 0.11
H 2.16785 -0.72758 7.23031 0.0 0.0 0.0 0.11
H 1.56470 -1.09492 4.84382 0.0 0.0 0.0 0.12
F -10.45421 2.10220 -1.69657 0.0 0.0 0.0 0.07
C -9.28312 1.52878 -2.01737 0.1 0.0 0.0 -0.28
C -9.11647 1.02033 -3.29081 0.0 0.0 -0.1 -0.01
C -7.90389 0.43236 -3.61667 0.0 0.0 0.1 -0.08
C -6.88886 0.35599 -2.67239 0.0 0.0 0.0 -0.12
C -7.08222 0.87176 -1.39806 0.0 0.0 -0.1 -0.09
C -8.28793 1.46865 -1.06174 0.0 0.0 0.1 -0.01
H -9.92506 1.08714 -4.00546 0.0 0.0 0.0 0.12
H -7.75438 0.03335 -4.61104 0.0 0.0 0.0 0.11
H -5.94617 -0.10809 -2.92809 0.0 0.0 0.0 0.04
H -6.29273 0.80908 -0.65999 0.0 0.0 0.0 0.10
H -8.46240 1.88293 -0.07835 0.0 0.0 0.0 0.12
```
Positions in Å, forces in eV/Å.

* frontier orbital gap: 0.2705 Ha
* HOMO level: -11.148 eV
* lowest unoccupied orbital energy: -3.79 eV
* strongest force on any atom: 0.02391 hartree/bohr
* charge: +1
* multiplicity: 1

=====

Record 3
2 unconnected molecules or ions with the total composition CH5NO4S in a non-equilibrium geometry. Source: the Open Molecules 2025 dataset; level of theory: the ωB97M-V functional and the def2-TZVPD basis.

Structure (XYZ):
```
12
Properties=species:S:1:pos:R:3:forces:R:3:lowdin_charge:R:1
O -0.22256 -1.92230 1.42205 -0.1 -0.8 -0.2 0.08
C 0.01081 -1.19116 0.51739 0.0 0.5 2.0 -0.24
S -0.98862 0.35930 0.49521 -1.3 1.8 -0.9 0.67
O -0.11173 1.40523 0.99453 -0.2 -1.0 -0.4 -0.30
O -1.64830 0.59850 -0.78821 0.4 -0.8 2.5 -0.28
O -2.02911 0.05540 1.72809 0.4 0.2 -2.2 -0.15
H 0.92426 -1.09996 -0.04366 0.2 -0.4 -1.0 0.07
H -1.43445 -0.16814 2.44882 0.1 -0.2 0.7 0.07
N 1.31799 0.23252 -1.54847 0.5 0.3 -4.3 -0.03
H 2.31190 0.34466 -1.87826 -1.1 0.2 1.5 0.05
H 1.00184 0.87896 -0.83477 0.8 0.7 -0.5 -0.03
H 0.86797 0.50700 -2.51272 0.3 -0.6 2.8 0.09
```
Positions in Å, forces in eV/Å.

* frontier orbital gap: 0.3664 Ha
* HOMO level: -10.404 eV
* energy relative to the best compared isomer or geometry (same formula, charge and spin): 1.883 eV
* lowest unoccupied orbital energy: -0.43 eV
* structure (SMILES): O=CS(=O)(=O)O.N
* strongest force on any atom: 0.08388 hartree/bohr
* multiplicity: 1

=====

Record 4
A single C19H27NO2S2 molecule. Source: the Open Molecules 2025 dataset; level of theory: the ωB97M-V functional and the def2-TZVPD basis.

Structure (XYZ):
```
51
Properties=species:S:1:pos:R:3:forces:R:3:lowdin_charge:R:1
C -6.37608 2.62521 0.78945 0.0 0.2 0.1 -0.09
O -6.27597 1.31198 0.29462 0.1 -0.3 -0.1 -0.08
C -5.05028 0.83298 -0.04708 0.1 -0.2 -0.1 -0.27
C -5.02166 -0.47038 -0.54627 -0.1 0.2 0.1 0.00
C -3.82417 -1.03712 -0.91768 0.1 0.1 0.1 -0.01
C -2.62606 -0.33899 -0.77752 -0.4 0.2 -0.2 -0.13
C -1.36916 -1.04664 -1.14832 0.1 0.2 0.5 -0.34
O -1.16413 -1.47426 -2.25903 0.0 -0.1 -0.1 0.13
C -0.41003 -1.30672 0.00283 0.3 -0.2 -0.5 -0.22
C -0.49302 -2.79892 0.35250 0.0 0.1 0.3 -0.14
C 0.53042 -3.12289 1.43398 0.1 -0.1 -0.2 -0.17
C 1.92530 -2.68922 0.98943 -0.1 -0.1 0.3 -0.19
N 1.91250 -1.26589 0.71750 0.0 -0.1 0.1 -0.14
C 3.21387 -0.62845 0.68046 0.1 0.3 0.0 -0.44
C 3.98069 -0.76199 -0.64830 -0.1 0.2 -0.1 -0.42
S 3.60965 0.49688 -1.91452 0.3 0.0 0.0 0.87
C 4.91974 1.71574 -1.55686 -0.4 -0.2 0.0 -0.54
C 4.63445 2.59946 -0.35908 0.1 -0.3 0.3 -0.54
S 4.63760 1.71954 1.23946 -0.2 0.2 -0.2 0.86
C 3.05366 0.82685 1.12651 0.4 0.0 0.2 -0.45
C 1.03141 -0.97314 -0.39522 -0.2 0.2 0.1 -0.16
C -2.64735 0.97250 -0.30438 0.0 -0.3 -0.1 -0.21
C -1.39354 1.79281 -0.22050 0.0 -0.1 0.1 -0.02
C -3.86117 1.54541 0.05320 -0.3 0.1 0.1 0.02
H -7.43381 2.78267 0.99420 0.1 0.0 0.0 0.09
H -5.80642 2.75083 1.71597 0.0 0.0 0.0 0.10
H -6.03855 3.35994 0.05133 0.0 0.0 0.0 0.10
H -5.95087 -1.00860 -0.64011 -0.1 -0.1 0.0 0.12
H -3.79976 -2.04075 -1.31476 0.0 -0.1 -0.1 0.12
H -0.69126 -0.72193 0.88068 0.0 0.0 -0.1 0.15
H -1.50020 -3.04737 0.69425 0.0 -0.1 0.0 0.12
H -0.28329 -3.38236 -0.54687 0.0 0.0 -0.1 0.13
H 0.52944 -4.19325 1.64556 0.0 0.0 0.0 0.11
H 0.27318 -2.58884 2.35014 0.0 0.0 0.1 0.12
H 2.64335 -2.88913 1.78857 0.0 0.0 -0.1 0.12
H 2.22333 -3.27720 0.10288 0.0 0.0 0.0 0.13
H 3.82747 -1.12961 1.44028 -0.1 0.0 -0.1 0.14
H 3.75208 -1.72317 -1.10775 0.1 -0.1 0.0 0.07
H 5.05359 -0.70984 -0.46884 0.0 -0.1 0.0 0.07
H 4.98188 2.32918 -2.45675 0.1 0.0 0.0 0.07
H 5.85627 1.17225 -1.42879 0.0 0.1 -0.1 0.07
H 5.41783 3.35219 -0.26241 0.0 0.1 0.0 0.07
H 3.66999 3.09785 -0.46152 0.1 0.1 0.0 0.07
H 2.61237 0.84529 2.12208 -0.1 0.0 0.0 0.08
H 2.41757 1.38801 0.44535 -0.1 0.0 0.0 0.05
H 1.10715 0.08482 -0.64532 0.0 0.0 -0.1 0.09
H 1.28470 -1.55030 -1.29898 0.0 0.0 0.0 0.13
H -0.87271 1.60857 0.71944 0.1 0.0 0.1 0.09
H -0.72052 1.54642 -1.03836 0.1 0.1 0.0 0.08
H -1.62896 2.85363 -0.27005 0.0 0.0 0.0 0.08
H -3.86048 2.56591 0.40462 0.0 0.1 0.0 0.11
```
Positions in Å, forces in eV/Å.

* frontier orbital gap: 0.3302 Ha
* HOMO level: -8.329 eV
* lowest unoccupied orbital energy: 0.66 eV
* structure (SMILES): COc1ccc(C(=O)[C@H]2CCCN(C3CSCCSC3)C2)c(C)c1
* strongest force on any atom: 0.01266 hartree/bohr
* multiplicity: 1

=====

Record 5
A molecular structure, C2H3O2Sr in a non-equilibrium geometry. Source: the Open Molecules 2025 dataset; level of theory: the ωB97M-V functional and the def2-TZVPD basis.

Structure (XYZ):
```
8
Properties=species:S:1:pos:R:3:forces:R:3:lowdin_spin:R:1
C -0.67588 -0.84805 0.58291 1.0 -1.3 -0.9 0.04
C -1.80924 -0.38447 0.12208 -0.2 0.0 0.2 0.03
O -2.77747 0.11866 -0.30469 0.7 -0.4 0.1 0.01
H -0.60232 -1.25129 1.59292 -0.3 0.2 -0.2 0.00
Sr 1.14197 1.26960 0.54299 -0.1 -0.1 -0.1 0.85
O 1.75486 -0.71702 -0.48580 -0.6 -1.0 0.1 0.06
H 0.52181 -1.47971 -0.22820 -0.4 2.7 1.0 0.00
H 2.59996 -1.13838 -0.30177 0.0 -0.3 -0.2 0.01
```
Positions in Å, forces in eV/Å.

* frontier orbital gap (spin up / spin down): 0.1871 / 0.3308 Ha
* HOMO level (spin up / spin down): -5.005 / -9.177 eV
* lowest unoccupied orbital energy (spin up / spin down): 0.09 / -0.18 eV
* strongest force on any atom: 0.05678 hartree/bohr
* expectation value of S²: 0.7505
* multiplicity: 2

=====

Record 6
A molecular structure, C22H29F7MoN6S3SbSi in a non-equilibrium geometry. Source: the Open Molecules 2025 dataset; level of theory: the ωB97M-V functional and the def2-TZVPD basis.

Structure (XYZ):
```
70
Properties=species:S:1:pos:R:3:forces:R:3:lowdin_spin:R:1
Mo 0.90316 -0.74273 -0.54820 0.3 -1.0 0.5 1.63
C 3.09705 -5.28622 0.63850 0.0 0.0 0.0 0.00
S 3.35678 -4.76802 -1.07016 0.0 0.0 0.0 0.01
C 2.29398 -3.40668 -1.20689 0.0 0.0 0.0 0.01
S 1.13101 -3.07576 0.01157 0.0 0.3 0.0 0.01
N 2.43470 -2.72698 -2.32471 0.0 0.0 0.0 -0.02
N 1.62247 -1.65872 -2.36117 -0.1 0.0 -0.2 0.00
C 1.45227 -1.03566 -3.47881 0.0 0.0 0.0 0.08
C 0.42260 -0.02335 -3.44837 0.0 0.0 0.0 0.03
C -0.03218 0.66282 -4.57105 0.0 0.0 0.0 0.01
C -1.15172 1.46186 -4.45836 0.0 0.0 0.0 0.03
C -1.79988 1.55375 -3.23057 0.0 0.0 0.0 0.02
C -1.26958 0.88445 -2.14727 0.0 0.0 0.0 0.03
N -0.16772 0.13564 -2.24152 0.0 0.0 -0.1 0.04
H 3.84847 -6.05312 0.81935 0.0 0.0 0.0 0.00
H 2.10689 -5.71286 0.77755 0.0 0.0 0.0 0.00
H 3.24949 -4.44834 1.31722 0.0 0.0 0.0 0.00
H 1.96216 -1.34833 -4.38151 0.0 0.0 0.0 0.00
H 0.47487 0.52795 -5.51636 0.0 0.0 0.0 0.00
H -1.53482 1.98803 -5.32248 0.0 0.0 0.0 0.00
H -2.71175 2.12310 -3.11813 0.0 0.0 0.0 0.00
H -1.72495 0.89302 -1.16361 0.0 0.0 0.0 0.00
C -0.56230 1.56406 1.86741 0.1 0.0 0.0 0.00
Si -1.41373 -0.10712 1.72651 -0.1 -0.1 0.0 0.01
C -3.27048 0.34094 1.68199 0.0 0.0 0.0 0.00
C -0.96238 -1.11173 3.23579 0.0 0.0 0.0 0.00
N -1.06669 -0.96890 0.20047 0.0 0.0 -0.2 0.07
C -1.92733 -2.03394 -0.11613 0.0 -0.1 0.1 0.01
C -2.89065 -2.52470 0.79319 0.0 0.0 0.0 0.01
C -3.75989 -3.56447 0.51550 0.0 0.0 0.0 0.00
C -3.71594 -4.21807 -0.70471 0.0 0.0 0.0 0.01
C -2.77081 -3.80010 -1.62320 0.0 0.0 0.0 0.00
C -1.92456 -2.75354 -1.32457 0.0 0.0 0.0 0.01
F -1.02221 -2.45934 -2.30007 0.1 0.3 0.0 0.02
H -1.27182 2.32014 2.21230 0.0 0.0 0.0 0.00
H -0.12273 1.88130 0.92089 -0.1 0.0 0.0 0.00
H 0.27321 1.50046 2.56647 0.0 0.0 0.0 0.00
H -3.82786 -0.11109 2.50605 0.0 0.0 0.0 0.00
H -3.75976 0.01897 0.75992 0.0 0.0 0.0 0.00
H -3.39345 1.42335 1.77436 0.0 0.0 0.0 0.00
H -1.37463 -0.65983 4.14225 0.0 0.0 0.0 0.00
H 0.12551 -1.11221 3.33140 0.0 0.0 0.0 0.00
H -1.29984 -2.14727 3.18935 0.0 0.0 0.0 0.00
H -2.95607 -2.08336 1.77422 0.0 0.0 0.0 0.00
H -4.46667 -3.87042 1.27626 0.0 0.0 0.0 0.00
H -4.38265 -5.03830 -0.93142 0.0 0.0 0.0 0.00
H -2.65755 -4.27712 -2.58813 0.0 0.0 0.0 0.00
F 1.19686 -0.34838 1.31060 -0.1 0.2 0.1 0.07
Sb 3.58035 -0.13189 2.53893 -0.2 -0.2 0.1 0.00
F 2.87176 -0.66894 -0.45780 -0.1 0.0 -0.1 0.07
F 3.05605 -2.00131 2.75469 0.0 0.0 0.0 0.00
F 4.77026 -0.19551 4.07775 0.0 0.1 0.0 0.00
F 2.17316 0.37501 3.73690 0.0 0.0 0.0 0.00
F 2.86141 2.01684 1.64950 0.0 0.1 0.1 0.02
C 2.56913 4.72223 0.94877 0.1 -0.1 0.0 0.00
N 1.11739 4.65642 0.74947 0.0 -0.1 0.0 0.01
C 0.18515 5.26360 1.55537 0.0 0.0 0.0 0.00
C -1.04010 4.99531 1.04436 0.0 0.0 0.0 0.00
N -0.82815 4.21916 -0.06348 0.0 0.0 0.0 0.01
C 0.48499 3.99052 -0.21348 0.0 0.1 -0.1 0.02
S 1.15936 3.09649 -1.55115 0.0 0.0 0.0 0.17
H 2.77793 5.60620 1.54361 0.0 0.0 0.0 0.00
H 3.04423 4.81153 -0.02689 0.0 0.0 0.0 0.00
H 2.89361 3.78798 1.43253 0.0 0.0 0.0 0.00
H 0.47520 5.82874 2.42219 0.0 0.0 0.0 0.00
H -2.02170 5.27582 1.37829 0.0 0.0 0.0 0.00
H -1.53045 3.78216 -0.63832 0.0 0.0 0.0 0.00
C 1.87384 1.70769 -0.81147 0.2 0.6 -0.3 0.54
H 2.59723 1.30894 -1.51949 -0.1 -0.2 0.0 0.03
H 2.17044 1.74983 0.27798 0.0 -0.1 0.1 0.02
```
Positions in Å, forces in eV/Å.

* frontier orbital gap (spin up / spin down): 0.2244 / 0.1965 Ha
* HOMO level (spin up / spin down): -7.212 / -7.558 eV
* energy relative to the best compared isomer or geometry (same formula, charge and spin): 2.661 eV
* lowest unoccupied orbital energy (spin up / spin down): -1.11 / -2.21 eV
* strongest force on any atom: 0.02274 hartree/bohr
* expectation value of S²: 3.7771
* multiplicity: 4